1.
32
Properties=species:S:1:pos:R:3 method="wB97M-V/def2-TZVPD" total_energy_ev=-28805.922 smiles=c1ccc(B2OCP(c3ccccc3)CO2)cc1
O 0.13 1.72 -1.20
O -1.06 -0.46 -1.08
B -0.87 0.86 -0.70
C -3.78 2.15 2.27
C 3.24 -2.83 0.95
C -4.12 2.27 0.94
C -2.53 1.65 2.64
C 1.91 -2.70 0.99
C 4.05 -2.13 0.00
C -3.16 1.93 0.00
C -1.63 1.25 1.67
C 1.29 -1.88 0.03
C 3.42 -1.31 -0.95
C -1.94 1.43 0.36
C 2.03 -1.29 -1.01
P 1.38 -0.33 -2.41
C 1.43 1.31 -1.54
C -0.45 -0.69 -2.30
H -4.47 2.32 3.06
H 3.72 -3.48 1.61
H -5.16 2.55 0.64
H -2.30 1.48 3.66
H 1.33 -3.06 1.89
H 5.20 -2.22 -0.03
H -3.32 2.15 -1.09
H -0.68 0.83 1.99
H 0.20 -1.77 0.03
H 3.96 -0.93 -1.81
H 2.11 1.30 -0.67
H 1.71 1.93 -2.35
H -0.57 -1.74 -2.42
H -1.05 -0.31 -3.17

2.
38
Properties=species:S:1:pos:R:3 method="wB97M-V/def2-TZVPD" s_squared=8.815 total_energy_ev=-65634.038 charge=+4 multiplicity=6
I 1.30 -3.57 -0.52
I 1.45 3.65 -0.51
Ru -0.14 1.48 -0.20
Bi -0.05 -1.14 -0.23
S 1.11 0.16 -1.92
C -1.63 -1.82 -1.52
C -1.28 -1.88 1.28
C 0.52 0.09 -3.68
C 1.37 1.19 -4.28
C -0.96 0.36 -3.88
C 0.93 -1.29 -4.19
C -0.97 2.07 1.35
C -1.55 2.13 -1.22
O -1.89 -2.40 2.15
O -2.48 -2.24 -2.22
O -1.48 2.50 2.28
O -2.38 2.63 -1.83
H 1.13 1.28 -5.34
H 2.44 0.97 -4.18
H 1.18 2.16 -3.80
H -1.32 -0.26 -4.71
H -1.12 1.42 -4.16
H -1.58 0.13 -3.00
H 0.70 -1.34 -5.26
H 0.38 -2.10 -3.68
H 2.00 -1.46 -4.04
Te 1.82 0.03 1.67
C 0.86 -0.12 3.54
C -0.53 -0.06 3.75
C -1.06 -0.17 5.03
C -0.23 -0.33 6.14
C 1.15 -0.40 5.95
C 1.70 -0.30 4.67
H -1.20 0.06 2.90
H -2.15 -0.11 5.17
H -0.65 -0.41 7.14
H 1.81 -0.53 6.81
H 2.78 -0.35 4.53

3.
43
Properties=species:S:1:pos:R:3 method="wB97M-V/def2-TZVPD" total_energy_ev=-142832.495 smiles="O=C(Cl)C[C@]1(S(=O)(=O)F)OC(=O)O[C@@]1(Br)CCCS(=O)(=O)O.Fc1ccccc1"
O 3.93 -1.76 2.03
C 2.74 -1.10 2.05
Cl 2.26 -0.29 3.65
C 1.89 -1.09 0.65
C 0.26 -1.07 0.82
S -0.17 0.75 0.60
O -1.58 1.15 1.08
O 0.85 1.62 1.41
F -0.03 1.21 -1.07
O -0.16 -1.78 2.04
C 0.09 -3.20 1.66
O 0.55 -4.12 2.53
O -0.22 -3.38 0.20
C -0.51 -2.00 -0.29
Br 0.30 -2.01 -2.16
C -2.09 -1.73 -0.65
C -3.10 -1.68 0.64
C -4.48 -0.92 0.10
S -5.83 -0.80 1.39
O -7.20 -0.84 0.60
O -5.86 -1.99 2.38
O -5.84 0.72 2.23
H 2.24 -2.06 0.05
H 2.26 -0.15 0.03
H -2.27 -0.75 -1.30
H -2.43 -2.63 -1.34
H -3.38 -2.79 0.97
H -2.66 -1.17 1.60
H -4.95 -1.50 -0.83
H -4.15 0.18 -0.25
H -4.91 1.13 2.20
F 3.29 0.20 -2.30
C 3.49 1.51 -2.11
C 3.89 1.97 -0.86
C 4.11 3.33 -0.66
C 3.92 4.22 -1.72
C 3.52 3.75 -2.97
C 3.31 2.39 -3.17
H 4.02 1.26 -0.05
H 4.43 3.70 0.31
H 4.09 5.29 -1.57
H 3.37 4.45 -3.80
H 3.00 2.01 -4.14

4.
33
Properties=species:S:1:pos:R:3 method="wB97M-V/def2-TZVPD" s_squared=6.035 relative_energy_kcal_mol=15.8 charge=-1 multiplicity=5
C -0.86 -1.42 -1.99
C -1.61 -2.53 -1.48
C -2.74 -2.04 -0.77
H -1.42 -3.58 -1.68
C -2.74 -0.60 -0.87
C -1.56 -0.22 -1.61
H -1.25 0.79 -1.83
H 0.02 -1.51 -2.59
H -3.46 -2.67 -0.24
H -3.52 0.03 -0.48
Co -1.12 -1.24 -0.06
Br 0.76 -2.36 0.67
C 3.23 1.15 -0.69
C 2.41 1.99 -1.49
C 2.20 1.34 -2.74
H 1.96 2.93 -1.19
C 2.89 0.10 -2.71
C 3.54 -0.03 -1.44
H 4.11 -0.88 -1.10
H 3.43 1.28 0.36
H 1.63 1.74 -3.60
H 3.02 -0.57 -3.56
O 0.93 1.51 1.01
C 0.05 1.05 1.72
C -0.18 1.43 3.17
C -1.39 0.64 3.61
C -1.75 -0.24 2.43
O -2.59 -1.15 2.41
N -0.93 0.12 1.37
H 0.71 1.14 3.75
H -0.35 2.50 3.31
H -1.18 -0.01 4.45
H -2.23 1.30 3.86

5.
35
Properties=species:S:1:pos:R:3 method="wB97M-V/def2-TZVPD" total_energy_ev=-98582.330 charge=+2
C -1.71 2.80 2.19
C -0.66 2.82 1.11
O 0.41 1.83 1.28
C 0.11 0.61 0.90
N -0.63 -0.13 1.68
C -0.84 -1.40 1.23
C -1.59 -2.28 1.98
C -1.87 -3.63 1.57
C -1.42 -4.12 0.38
C -0.62 -3.26 -0.43
C -0.12 -3.77 -1.73
O -1.07 -4.07 -2.42
O 1.09 -3.84 -1.94
C -0.32 -1.88 0.01
N 0.43 -1.13 -0.78
C 0.67 0.12 -0.35
C 1.59 0.88 -1.22
Br 3.34 0.57 -0.46
C 1.29 2.34 -1.53
C 2.32 2.85 -2.56
H -1.29 2.89 3.19
H -2.30 1.89 2.16
H -2.40 3.61 1.98
H -1.12 2.69 0.13
H -0.19 3.80 1.09
H -1.97 -1.95 2.94
H -2.47 -4.24 2.24
H -1.67 -5.12 0.06
H 1.59 0.35 -2.17
H 1.42 2.96 -0.65
H 0.30 2.43 -1.96
H 3.19 3.20 -2.00
H 2.69 2.06 -3.21
H 1.95 3.70 -3.10
Tl 1.87 -3.60 0.40

6.
33
Properties=species:S:1:pos:R:3 method="wB97M-V/def2-TZVPD" s_squared=2.011 total_energy_ev=-113486.181 charge=-2 multiplicity=3
C -1.90 -0.38 -1.22
C -1.80 -1.01 0.05
C -1.85 0.01 1.05
H -1.64 -2.06 0.23
C -1.88 1.27 0.41
C -1.96 1.05 -0.98
H -2.18 1.84 -1.68
H -1.96 -0.93 -2.15
H -2.00 -0.14 2.09
H -1.87 2.23 0.90
Ti 0.31 -0.02 -0.90
Br 1.09 -2.28 -0.94
C 1.73 1.04 -2.07
C 0.50 1.80 -2.22
C -0.38 1.04 -3.07
H 0.39 2.85 -1.96
C 0.22 -0.19 -3.39
C 1.53 -0.19 -2.83
H 2.34 -0.78 -3.26
H 2.69 1.46 -1.75
H -1.31 1.39 -3.51
H -0.20 -0.99 -4.01
O 1.35 1.06 0.86
C 1.03 0.20 1.75
C 1.33 0.20 3.22
C 1.02 -1.23 3.63
C 0.25 -1.80 2.45
O -0.33 -2.86 2.37
N 0.31 -0.87 1.44
H 2.32 0.61 3.43
H 0.56 0.81 3.72
H 1.88 -1.89 3.76
H 0.42 -1.26 4.54

7.
33
Properties=species:S:1:pos:R:3 method="wB97M-V/def2-TZVPD" s_squared=0.752 total_energy_ev=-64381.560 charge=-1 multiplicity=2
C -1.02 0.75 -3.80
C 0.37 0.55 -4.06
C 1.12 1.34 -3.13
C 0.19 2.04 -2.30
C -1.14 1.67 -2.72
Yb -0.07 -0.23 -1.86
N -1.73 -1.02 -1.11
C -0.18 -2.79 -1.96
C 0.81 -2.28 -2.74
H 2.20 1.39 -3.06
H 0.79 -0.09 -4.83
H 0.43 2.70 -1.48
H -2.06 2.02 -2.27
H -1.84 0.27 -4.33
H 0.70 -2.23 -3.83
H -1.11 -3.18 -2.38
H -2.52 -1.37 -0.92
H 1.80 -2.05 -2.32
H -0.01 -3.00 -0.89
Cl 0.31 1.64 6.98
C 0.28 1.05 5.35
C 0.26 -0.34 5.10
C 0.24 -0.81 3.79
C 0.23 0.08 2.70
C 0.25 1.46 2.96
C 0.28 1.94 4.27
C 0.17 -0.47 1.28
O 0.10 -1.70 1.12
O 0.14 0.38 0.32
H 0.26 -1.03 5.93
H 0.21 -1.89 3.63
H 0.24 2.17 2.13
H 0.29 3.01 4.45

8.
36
Properties=species:S:1:pos:R:3 method="wB97M-V/def2-TZVPD" s_squared=0.773 relative_energy_kcal_mol=0.0 charge=+1 multiplicity=2
Cr -0.19 -0.33 -0.01
N 1.77 0.79 3.55
C 1.44 0.50 2.28
S 0.34 -0.89 2.05
N 1.92 1.21 1.32
N 1.47 0.78 0.07
C 2.22 1.10 -0.92
C 1.95 0.72 -2.28
C 2.77 1.24 -3.30
C 2.58 0.89 -4.61
C 1.56 -0.01 -4.94
C 0.75 -0.54 -3.96
C 0.93 -0.18 -2.62
O 0.11 -0.74 -1.71
H 1.52 0.16 4.30
H 2.45 1.50 3.73
H 3.11 1.69 -0.70
H 3.56 1.92 -3.03
H 3.21 1.30 -5.39
H 1.40 -0.30 -5.97
H -0.04 -1.25 -4.20
O -1.95 -1.41 -0.01
C -3.20 -0.72 -0.04
C -2.90 0.75 0.00
C -3.91 1.69 0.00
C -3.57 3.03 0.06
C -2.24 3.40 0.12
C -1.28 2.41 0.11
N -1.61 1.11 0.05
H -2.04 -2.37 -0.06
H -3.80 -1.00 0.83
H -3.75 -0.98 -0.95
H -4.95 1.38 -0.04
H -4.35 3.79 0.06
H -1.94 4.44 0.17
H -0.22 2.63 0.16

9.
37
Properties=species:S:1:pos:R:3 method="wB97M-V/def2-TZVPD" s_squared=6.021 total_energy_ev=-72459.248 multiplicity=5
C 0.79 0.69 3.21
C 0.92 -0.78 3.33
H 1.62 1.11 2.62
H 0.72 1.13 4.20
H -0.07 0.99 2.62
H 1.21 -1.22 2.35
H 1.64 -1.07 4.10
H -0.03 -1.18 3.67
C 1.18 2.49 -1.02
C 0.73 3.39 -1.98
C 0.32 2.92 -3.24
C 0.22 1.55 -3.48
H 1.51 2.76 -0.01
H 0.71 4.46 -1.74
H 0.04 3.62 -4.02
H -0.14 1.11 -4.41
N 1.18 1.17 -1.29
C 0.58 0.69 -2.45
C 0.43 -0.77 -2.45
N 0.92 -1.34 -1.28
C 0.59 -2.61 -0.94
C -0.33 -2.89 -3.17
C -0.07 -3.40 -1.89
H 0.82 -2.89 0.08
H -0.36 -4.41 -1.60
C -0.11 -1.55 -3.46
H -0.35 -1.07 -4.42
H -0.77 -3.53 -3.93
Fe 2.56 -0.26 -1.37
I 4.78 -0.25 -0.38
F -3.60 1.38 4.18
C -3.07 0.19 3.80
F -1.92 0.02 4.49
F -3.93 -0.79 4.19
C -2.90 0.12 2.17
O -4.06 0.30 1.82
O -1.77 -0.08 1.71

10.
34
Properties=species:S:1:pos:R:3 method="wB97M-V/def2-TZVPD" relative_energy_kcal_mol=98.7 smiles="CCOc1ccc(NC(=O)OCC#CCSC#N)cc1"
N -2.13 4.74 -7.65
O 2.12 1.19 0.04
C -1.24 4.46 -6.96
C 0.74 3.84 -2.20
C 0.00 3.93 -3.15
O 0.77 3.03 0.04
O -0.37 -3.91 3.49
S 0.10 3.96 -5.85
C 1.07 1.76 0.32
C -1.28 -1.85 2.74
C 1.09 -2.19 2.47
C -1.20 -0.62 2.09
C 1.18 -0.93 1.84
C -0.16 -2.68 2.90
C 0.03 -0.11 1.66
N 0.02 1.14 1.01
C 1.54 3.71 -0.97
C -0.89 4.06 -4.31
C -0.48 -4.98 1.27
C 0.03 -5.04 2.71
H -2.29 -2.21 3.08
H 2.00 -2.77 2.66
H -2.05 0.01 2.02
H 2.18 -0.61 1.53
H -0.87 1.69 1.05
H 2.53 3.30 -1.23
H 1.81 4.72 -0.63
H -1.66 3.29 -4.24
H -1.44 5.02 -4.26
H -0.48 -5.98 0.77
H 0.11 -4.27 0.71
H -1.57 -4.65 1.23
H 1.11 -5.10 2.63
H -0.31 -5.95 3.19

11.
34
Properties=species:S:1:pos:R:3 method="wB97M-V/def2-TZVPD" relative_energy_kcal_mol=25.3 smiles="COC(=O)c1cnc(SCC(=O)c2ccccc2)n1C"
C 0.89 -4.62 -0.85
H 1.63 -5.04 -0.18
H 1.39 -4.26 -1.75
H 0.13 -5.36 -1.10
O 0.20 -3.55 -0.22
C 0.96 -2.52 0.18
O 2.16 -2.48 0.02
C 0.15 -1.48 0.80
C -1.23 -1.41 0.95
N -1.57 -0.25 1.53
C -0.44 0.39 1.73
N 0.64 -0.30 1.31
C 2.00 0.13 1.41
H 2.36 0.04 2.44
H 2.62 -0.48 0.76
H 2.07 1.18 1.12
S -0.33 2.00 2.37
C -1.93 2.62 1.76
C -2.28 2.18 0.34
O -3.44 2.04 0.03
C -1.16 1.94 -0.59
C 0.00 2.71 -0.61
C 1.04 2.39 -1.46
C 0.93 1.29 -2.30
C -0.23 0.53 -2.31
C -1.27 0.86 -1.47
H -2.18 0.28 -1.46
H -0.31 -0.32 -2.97
H 1.76 1.03 -2.95
H 1.93 2.99 -1.47
H 0.09 3.58 0.04
H -1.87 3.71 1.81
H -2.72 2.28 2.43
H -1.96 -2.13 0.67

12.
38
Properties=species:S:1:pos:R:3 method="wB97M-V/def2-TZVPD" total_energy_ev=-49438.544
C -5.95 -2.22 -0.32
H -6.08 -1.21 -0.70
H -5.36 -2.63 -1.28
H -6.87 -2.78 -0.20
C -5.04 -2.41 0.65
C -3.85 -1.62 0.56
N -2.73 -2.22 0.69
N -1.66 -1.25 0.10
C -2.08 -0.04 -0.12
N -1.13 0.89 -0.39
C -1.64 2.39 -0.66
O -2.85 2.63 -0.75
C -0.43 2.92 -1.21
H 0.17 2.73 -1.85
H -0.88 4.03 -1.58
S 0.62 3.55 0.38
C 1.84 2.08 0.33
N 3.00 2.31 0.79
N 3.63 1.23 0.55
C 2.57 0.33 0.24
N 1.44 0.98 -0.20
C 2.63 -1.04 0.06
C 1.61 -1.82 -0.25
C 1.68 -3.24 -0.34
C 2.99 -3.71 -0.77
C 4.21 -3.09 -0.32
C 4.03 -1.93 -0.09
O 5.16 -0.82 0.10
H 5.83 -1.57 0.17
H 5.14 -3.61 -0.25
H 3.11 -4.83 -0.74
H 0.82 -3.91 -0.79
H 0.67 -1.44 -0.25
H 4.46 0.78 0.84
H -0.17 0.67 -0.33
S -3.71 0.38 0.13
H -5.54 -1.74 1.47
H -4.83 -3.24 1.35

13.
36
Properties=species:S:1:pos:R:3 method="wB97M-V/def2-TZVPD" s_squared=0.754 total_energy_ev=-57608.975 charge=+3 multiplicity=2
Ti -0.54 0.11 -0.77
C 0.50 3.75 1.34
C 0.42 2.48 0.58
N -0.69 1.92 0.18
N -1.89 2.53 0.40
C -3.02 1.88 0.07
N -4.19 2.45 0.23
S -2.92 0.27 -0.55
C 1.62 1.69 0.21
C 2.92 2.16 0.27
C 3.95 1.34 -0.17
C 3.66 0.07 -0.65
C 2.35 -0.35 -0.67
N 1.34 0.44 -0.26
H -0.29 3.81 2.09
H 0.39 4.61 0.67
H 1.45 3.85 1.85
H -1.91 3.46 0.79
H -4.31 3.39 0.57
H -5.03 1.94 -0.01
H 3.13 3.16 0.64
H 4.98 1.69 -0.14
H 4.45 -0.59 -1.00
H 2.09 -1.35 -1.00
N -0.88 -7.13 -0.36
C -0.84 -5.99 -0.36
C -0.76 -4.56 -0.37
C -0.71 -3.88 -1.59
C -0.61 -2.51 -1.58
N -0.57 -1.80 -0.42
C -0.64 -2.46 0.76
C -0.74 -3.83 0.83
H -0.74 -4.42 -2.53
H -0.56 -1.95 -2.51
H -0.62 -1.86 1.66
H -0.79 -4.34 1.78

14.
37
Properties=species:S:1:pos:R:3 method="wB97M-V/def2-TZVPD" relative_energy_kcal_mol=0.0
Pb 0.01 -2.49 -3.21
O 1.53 -1.11 0.52
C 0.86 -1.19 -0.77
O 1.46 -1.88 -1.70
C -1.63 -2.28 -0.53
O -2.60 -2.42 0.17
O -1.59 -2.63 -1.81
C -1.39 -2.85 3.24
Si 0.16 -1.88 2.95
C 0.12 -0.18 3.70
C 1.68 -2.80 3.51
C 0.33 -1.58 1.09
C -0.37 -1.68 -0.04
H -1.63 -2.87 4.31
H -1.26 -3.88 2.90
H -2.23 -2.43 2.69
H 0.11 -0.22 4.79
H -0.76 0.37 3.37
H 1.01 0.39 3.39
H 1.68 -2.87 4.60
H 2.59 -2.30 3.20
H 1.69 -3.82 3.11
O -1.10 1.94 -4.49
C -0.51 2.67 -3.53
C -0.56 4.05 -3.67
C 0.02 4.86 -2.73
C 0.66 4.32 -1.61
C 0.70 2.96 -1.46
C 0.12 2.11 -2.41
C 0.19 0.66 -2.23
O 0.78 0.27 -1.14
O -0.28 -0.13 -3.08
H -1.01 0.99 -4.26
H -1.06 4.46 -4.54
H -0.03 5.94 -2.85
H 1.11 4.97 -0.87
H 1.19 2.51 -0.60